Record 1
The following is a quantum chemistry calculation of a cluster of 4 separate species, C24H46BBrN3O13P2 in total at a distorted geometry, from the OMol25 dataset.

Geometry as XYZ:
```
90
Properties=species:S:1:pos:R:3:forces:R:3
C 9.826476 -2.359334 -1.678329 -0.3 0.1 -0.1
C 9.124469 -1.718840 -2.864294 0.3 -0.2 0.2
O 8.068548 -2.515186 -3.377433 0.0 0.1 0.0
C 6.859597 -2.338030 -2.675018 0.0 -0.3 -0.5
C 5.791663 -3.183057 -3.369168 0.1 0.2 -0.1
O 4.643493 -2.424747 -3.737787 -0.2 -0.2 0.1
C 3.834780 -2.072157 -2.636698 0.5 0.0 -0.3
C 2.472702 -1.671204 -3.214995 -0.1 0.1 0.0
C 2.033543 -0.347933 -2.709771 0.4 0.2 1.0
P 2.781079 1.283569 -3.055544 -0.5 1.0 -1.9
N 2.152662 1.895334 -4.357115 0.0 -0.6 0.7
N 0.976526 -0.442587 -1.989905 0.0 0.3 -0.5
O 0.480484 0.673834 -1.387024 0.2 -0.5 0.4
C -0.922051 0.606846 -1.031997 -0.6 0.7 0.0
C -1.179141 1.821256 -0.165374 0.4 -0.6 0.4
C 0.435563 -1.798091 -1.863672 -0.7 -0.2 -0.4
P 0.775299 -2.474569 -0.168198 1.4 -0.5 0.5
N 2.286523 -2.885815 -0.062677 -0.7 -0.1 0.0
C 1.225323 -2.555867 -2.936581 0.3 0.0 -0.3
Br 0.184298 -2.537949 -4.628360 -0.2 0.0 0.2
B 1.427261 -4.122370 -2.728743 0.4 -0.3 -0.2
C 2.547372 -4.933360 -3.468115 -0.3 0.4 0.4
O 0.536273 -4.761329 -1.914746 0.4 0.1 0.4
H 10.479409 -1.624195 -1.217383 0.3 0.0 0.1
H 10.387055 -3.227712 -2.004195 0.2 -0.1 0.0
H 9.119151 -2.687251 -0.921186 -0.1 0.0 0.1
H 9.846194 -1.601523 -3.666092 0.0 0.1 -0.2
H 8.766361 -0.724549 -2.591642 -0.2 0.1 0.0
H 6.558652 -1.289213 -2.749215 -0.1 0.2 0.2
H 6.963952 -2.645456 -1.633871 0.0 0.2 0.2
H 6.204394 -3.566939 -4.294698 0.1 0.0 -0.2
H 5.501126 -4.038113 -2.758835 -0.2 -0.1 0.1
H 4.286764 -1.228016 -2.104190 0.0 0.1 0.2
H 3.757033 -2.881899 -1.915855 -0.2 -0.1 0.1
H 2.644113 -1.554686 -4.282698 0.1 -0.2 -0.2
H 4.155090 1.023552 -3.186545 0.0 -0.2 0.5
H 2.618103 2.091271 -1.921834 0.3 -0.4 0.3
H 1.431250 1.314837 -4.770886 0.0 0.2 -0.2
H -1.518613 0.652563 -1.938710 0.0 -0.2 -0.3
H -1.146157 -0.286068 -0.458760 0.1 -0.3 -0.1
H -0.897884 1.587515 0.855921 0.1 0.1 0.2
H -0.570172 2.662921 -0.472436 -0.2 0.3 -0.2
H -2.235635 2.054389 -0.148359 -0.1 0.2 -0.2
H -0.606555 -1.810505 -2.170854 -0.2 0.1 0.4
H -0.202059 -3.453977 0.040322 -0.3 0.3 0.0
H 0.487042 -1.422559 0.719024 -0.4 0.1 -0.3
H 2.389750 -3.872597 0.165261 0.4 0.0 0.0
H 2.167605 -5.927013 -3.688568 0.0 -0.2 -0.2
H 3.394221 -5.064895 -2.793624 0.2 0.0 0.0
H 2.895005 -4.436447 -4.366994 0.2 -0.1 -0.2
H 0.944838 -5.590148 -1.612864 -0.5 -0.1 -0.2
C -5.055770 6.857140 1.334594 0.2 0.1 0.1
C -4.366452 5.568392 0.962267 -0.1 0.2 0.1
C -4.934611 4.324749 1.609530 -0.1 -0.1 -0.1
O -3.783750 3.456626 1.643149 0.0 0.0 0.0
C -2.687515 4.247757 1.720966 0.0 0.1 0.0
O -1.594054 3.855669 1.984091 0.1 0.0 0.0
O -3.003918 5.528923 1.453218 0.0 -0.1 0.0
H -4.377917 7.704561 1.236689 0.0 0.0 -0.2
H -5.918035 7.015965 0.692824 0.0 0.0 0.0
H -5.403134 6.828718 2.365256 0.0 0.0 0.0
H -4.321438 5.458014 -0.124050 0.1 0.0 0.0
H -5.748551 3.866306 1.056386 0.1 -0.1 0.0
H -5.255146 4.505163 2.636754 0.0 0.1 0.0
C -10.229855 7.902138 4.980614 -0.1 0.0 -0.1
C -9.021021 7.319744 4.287587 -0.2 0.1 0.1
C -8.583338 8.028188 3.024034 0.1 0.0 0.0
O -7.954601 6.965001 2.288470 -0.2 0.2 0.1
C -8.550408 5.807322 2.666560 0.0 0.0 0.1
O -8.410958 4.771765 2.098769 0.1 -0.1 0.0
O -9.298475 5.996953 3.771565 0.1 0.1 -0.1
H -10.742006 7.135700 5.559307 0.1 0.0 0.1
H -9.932373 8.706588 5.651573 0.0 0.0 0.0
H -10.942991 8.304034 4.260143 0.0 0.0 0.0
H -8.187813 7.224169 4.988323 0.0 0.0 0.0
H -7.883427 8.842110 3.193530 0.1 -0.1 -0.1
H -9.430295 8.392566 2.439623 -0.1 0.0 0.1
C -0.564794 -6.548372 4.106572 -0.1 0.1 -0.2
C 0.888484 -6.434688 3.712091 -0.3 0.0 0.1
C 1.460444 -5.034578 3.700449 0.1 0.0 0.1
O 2.500342 -5.142629 2.716123 -0.1 0.0 0.0
C 2.128937 -6.106313 1.844343 -0.2 0.0 0.2
O 2.636782 -6.280726 0.779233 -0.1 0.1 -0.2
O 1.088638 -6.812597 2.328650 0.1 0.1 0.0
H -1.009756 -7.439289 3.667372 0.1 -0.1 0.1
H -0.660686 -6.608143 5.189351 0.0 0.0 0.0
H -1.138125 -5.686870 3.760519 0.0 0.0 0.0
H 1.502802 -7.100894 4.321210 0.1 0.0 0.0
H 1.869518 -4.712890 4.653551 0.2 0.0 -0.1
H 0.732491 -4.297979 3.350069 -0.1 0.0 0.0
```
Positions in Å, forces in eV/Å.

Energy ... -146009.7919 eV
HOMO level ... -11.67 eV
Charge ... +1
2S+1 ... 1
LUMO level ... -0.1385 Eh

Record 2
The following is a quantum chemistry calculation of a cluster of 5 separate species, C24H46BCl2NO17S in total at a distorted geometry, from the OMol25 dataset.

Geometry as XYZ:
```
92
Properties=species:S:1:pos:R:3:forces:R:3
C -3.452194 4.412949 -1.450943 -0.5 -0.5 0.2
C -2.826197 3.030767 -1.172021 0.0 0.3 -0.2
B -3.208299 1.888569 -2.199238 0.5 0.2 0.3
O -2.180990 1.229792 -2.831368 -0.7 -0.4 0.3
C -4.725924 1.382979 -2.572822 2.2 1.6 0.5
C -5.217083 2.394192 -3.602648 -0.6 -0.4 -0.8
N -6.125460 1.812468 -4.598479 -0.2 0.1 0.2
O -4.490423 0.084498 -3.151950 -1.1 -0.3 0.0
S -4.701096 -1.084241 -2.122107 -0.2 -1.4 -0.7
O -3.488825 -1.767733 -1.830381 0.5 1.0 0.3
O -5.731340 -1.966043 -2.541537 -0.6 0.6 -0.1
O -5.157963 -0.164441 -0.898810 0.5 -0.1 0.3
C -5.499860 1.204512 -1.264226 -1.5 -2.2 -0.1
C -7.032975 1.254468 -1.303719 -0.1 1.1 0.0
Cl -7.932220 -0.190559 -1.598537 0.1 0.1 -0.1
C -7.746853 2.371253 -1.112517 0.1 -0.2 0.0
C -9.247355 2.456991 -1.177125 0.7 0.3 -0.2
Cl -6.937663 3.877492 -0.755453 0.0 -0.2 -0.2
H -3.325713 5.080600 -0.603125 0.2 0.1 0.0
H -4.522149 4.298333 -1.598458 -0.1 0.2 -0.1
H -3.045361 4.875953 -2.345731 0.1 0.0 0.0
H -1.744562 3.163083 -1.194852 0.1 -0.2 0.0
H -3.058370 2.712310 -0.149704 -0.1 0.0 0.0
H -1.667147 0.747317 -2.170953 0.6 0.2 -0.2
H -5.677374 3.257111 -3.119904 0.3 0.0 0.4
H -4.346773 2.760070 -4.152465 0.0 0.1 -0.1
H -7.000491 1.560576 -4.147510 0.0 -0.2 0.0
H -6.384697 2.540893 -5.253500 0.1 0.0 -0.2
H -5.167348 1.772560 -0.403308 0.2 0.5 -0.3
H -9.546488 2.170017 -2.182485 -0.3 -0.3 0.1
H -9.665064 1.797020 -0.423670 -0.3 -0.1 -0.1
H -9.573609 3.479722 -1.022484 0.0 0.0 0.2
C -1.639551 -1.776038 0.416097 0.4 0.0 0.2
C -1.277345 -1.060860 1.698804 -0.5 -0.1 -0.1
O 0.122930 -1.184373 1.994499 0.0 0.1 0.1
C 0.912103 -0.348604 1.326765 0.0 -0.2 0.0
O 0.557318 0.485562 0.533168 0.0 0.1 0.0
O 2.173063 -0.600000 1.677963 0.0 0.1 0.0
C 3.144123 0.188110 0.984819 0.2 0.1 0.0
H -1.309071 -2.815193 0.452599 -0.1 0.0 0.1
H -2.710615 -1.753900 0.259195 -0.1 0.0 0.0
H -1.156853 -1.313187 -0.443070 -0.1 0.1 0.0
H -1.801934 -1.512036 2.539447 0.2 -0.1 0.1
H -1.562363 -0.009072 1.664750 0.2 0.0 0.0
H 2.916321 1.248667 1.063711 -0.1 0.0 -0.1
H 3.194872 -0.111656 -0.060890 -0.1 0.1 0.0
H 4.102428 -0.006576 1.458108 -0.1 -0.1 0.1
C -9.126632 8.866823 4.035612 0.0 -0.2 -0.2
C -8.009794 8.315167 4.895512 -0.1 0.5 0.1
O -7.877444 6.895663 4.734450 0.1 0.0 0.1
C -7.207437 6.504502 3.653192 -0.1 0.0 0.0
O -6.704058 7.222783 2.829698 0.1 0.0 -0.1
O -7.194950 5.171741 3.634404 0.1 -0.1 0.0
C -6.551760 4.611479 2.488260 0.1 -0.1 -0.1
H -10.056350 8.330032 4.228182 0.0 0.1 0.1
H -9.280487 9.925678 4.242885 0.0 0.0 0.0
H -8.896401 8.752544 2.976664 0.1 0.1 0.0
H -8.236179 8.474135 5.948266 0.0 -0.2 0.0
H -7.062305 8.810586 4.686614 0.0 -0.1 -0.1
H -5.550254 5.019642 2.361919 0.0 0.1 0.0
H -7.147014 4.789562 1.597193 0.0 0.1 0.1
H -6.476099 3.539473 2.653113 -0.1 0.0 0.2
C 3.388454 -4.066540 1.621699 0.3 0.1 0.1
C 3.470060 -4.851952 0.331006 -0.4 0.0 0.3
O 4.576590 -4.420487 -0.475520 0.0 0.0 -0.1
C 5.762975 -4.913883 -0.128860 0.0 0.1 0.0
O 5.978409 -5.683962 0.769791 0.0 -0.1 0.0
O 6.679220 -4.400626 -0.950614 0.1 0.0 -0.1
C 8.018912 -4.802105 -0.658330 0.3 0.0 0.0
H 3.370880 -2.995711 1.418073 -0.2 0.0 0.0
H 2.489112 -4.332274 2.176883 0.0 0.0 0.0
H 4.254094 -4.262901 2.254437 0.0 -0.1 0.0
H 2.578687 -4.676083 -0.268863 0.1 0.1 -0.2
H 3.530591 -5.923750 0.517061 0.2 0.0 0.0
H 8.099323 -5.885483 -0.601877 -0.1 0.0 0.1
H 8.351759 -4.347041 0.273265 0.0 -0.1 0.1
H 8.650458 -4.445573 -1.466908 -0.2 0.1 -0.1
C 15.436625 -4.684075 -1.133583 -0.1 -0.2 -0.1
C 14.305500 -4.310068 -0.199943 0.4 0.2 0.1
O 13.041493 -4.771198 -0.698089 -0.1 0.1 0.1
C 12.774085 -6.055915 -0.471415 0.0 0.1 -0.1
O 13.477977 -6.836462 0.111818 0.0 -0.1 0.1
O 11.587711 -6.331442 -1.015585 -0.1 0.0 0.0
C 11.200987 -7.703365 -0.899581 -0.2 -0.2 0.0
H 15.226941 -4.334703 -2.145289 0.0 0.1 0.0
H 16.373436 -4.242415 -0.794201 0.0 0.0 0.0
H 15.562177 -5.765417 -1.180645 0.0 0.0 0.1
H 14.220169 -3.226959 -0.132229 -0.2 0.0 -0.1
H 14.476874 -4.687952 0.807370 -0.1 -0.2 0.0
H 11.254697 -8.042060 0.132531 0.1 0.0 0.0
H 11.830235 -8.324698 -1.534758 0.1 0.0 0.1
H 10.171177 -7.779035 -1.237545 0.0 0.2 -0.1
```
Positions in Å, forces in eV/Å.

Energy ... -98488.4221 eV
HOMO level ... -9.67 eV
2S+1 ... 1
SMILES ... CCB(O)[C@@]1(CN)OS(=O)(=O)O[C@@H]1/C(Cl)=C(/C)Cl.CCOC(=O)OC.CCOC(=O)OC.CCOC(=O)OC.CCOC(=O)OC
LUMO level ... 0.0075 Eh